Record 1
C28H46BrCoNOP2 as an isolated structure at a distorted geometry. Source: the OMol25 dataset; level of theory: ωB97M-V/def2-TZVPD.

Positions of all 80 atoms, in Å:
1 N -5.308 -1.884 3.956
2 C -4.561 -0.950 4.553
3 C -4.319 0.303 3.979
4 C -4.852 0.570 2.683
5 C -5.636 -0.443 2.068
6 C -5.842 -1.644 2.764
7 C -4.450 1.741 1.946
8 Co 0.161 0.555 -2.717
9 P 3.318 0.072 -2.169
10 C -4.566 1.803 0.567
11 C -3.434 2.034 -0.306
12 C -3.568 1.800 -1.705
13 C -2.432 1.612 -2.491
14 C -1.206 1.546 -1.815
15 C -1.017 2.077 -0.539
16 C -2.149 2.308 0.246
17 Br 1.326 0.756 -4.716
18 H -3.948 2.526 2.527
19 H -5.503 1.512 0.082
20 H -3.696 1.040 4.493
21 H -6.042 -0.323 1.064
22 H -4.138 -1.202 5.530
23 H -6.450 -2.443 2.321
24 H -4.583 1.730 -2.114
25 H -2.096 2.648 1.287
26 H -2.464 1.511 -3.572
27 H -0.013 2.315 -0.217
28 P -0.364 -1.343 -1.579
29 C 3.368 1.891 -1.717
30 C 4.671 2.676 -1.884
31 H 3.047 1.920 -0.654
32 H 2.550 2.377 -2.290
33 H 4.766 3.406 -1.068
34 H 5.565 2.043 -1.876
35 H 4.667 3.250 -2.818
36 C 4.239 -0.340 -3.755
37 C 5.003 0.755 -4.494
38 H 3.426 -0.679 -4.420
39 H 4.881 -1.215 -3.546
40 H 4.763 0.685 -5.565
41 H 4.747 1.763 -4.148
42 H 6.099 0.632 -4.391
43 C 4.403 -0.695 -0.895
44 C 5.872 -0.309 -1.010
45 H 4.282 -1.784 -1.023
46 H 3.999 -0.426 0.092
47 H 6.483 -1.133 -0.628
48 H 6.182 -0.133 -2.047
49 H 6.102 0.578 -0.408
50 C 0.472 -2.321 -0.270
51 C 1.840 -2.926 -0.587
52 H -0.222 -3.126 0.026
53 H 0.561 -1.610 0.569
54 H 1.858 -3.980 -0.277
55 H 2.086 -2.875 -1.651
56 H 2.629 -2.416 -0.016
57 C -0.250 -2.221 -3.181
58 C -1.119 -1.597 -4.264
59 H -0.537 -3.260 -2.975
60 H 0.815 -2.231 -3.460
61 H -1.122 -2.263 -5.132
62 H -2.148 -1.432 -3.926
63 H -0.703 -0.642 -4.619
64 C -2.155 -1.470 -1.134
65 C -2.499 -1.730 0.334
66 H -2.576 -2.239 -1.800
67 H -2.636 -0.522 -1.433
68 H -3.591 -1.787 0.438
69 H -2.087 -2.677 0.713
70 H -2.138 -0.896 0.956
71 C 0.735 2.052 2.729
72 C 0.442 0.679 2.200
73 C -0.278 -0.243 3.142
74 O 0.735 0.368 1.043
75 H 1.410 1.969 3.584
76 H -0.186 2.512 3.097
77 H 1.186 2.663 1.950
78 H -1.286 0.155 3.344
79 H -0.373 -1.248 2.716
80 H 0.263 -0.289 4.098

Forces on the atoms, in the same order (eV/Å):
0.2 -0.1 0.3
0.0 0.5 -0.3
-0.2 -0.1 -0.5
-0.5 -0.5 0.1
0.3 -0.4 0.6
-0.1 0.6 -0.6
-0.1 -0.1 1.2
0.6 0.2 0.4
1.9 1.1 -0.4
1.1 0.5 -1.7
-1.2 0.1 1.0
0.2 0.1 -0.6
-1.1 0.5 1.0
1.1 -0.7 -1.2
-1.4 0.8 0.9
0.9 -0.1 -0.5
0.1 0.6 0.2
0.3 -0.5 -0.5
0.4 -0.3 0.2
-0.3 -0.2 -0.2
0.0 0.0 0.3
-0.2 0.1 -0.3
0.3 0.3 0.2
0.4 0.0 0.0
0.2 -0.2 -0.5
-0.2 -0.3 0.2
-0.1 -0.3 0.3
-0.6 0.2 -0.1
-1.3 -0.2 0.0
0.5 0.3 -0.1
0.1 -0.3 -0.5
0.4 -0.2 0.3
-0.1 -0.3 -0.2
-0.3 0.3 0.0
0.0 -0.2 0.3
-1.0 -0.7 0.0
0.5 0.5 -0.2
0.5 -0.1 0.4
-0.4 0.3 0.1
0.1 0.1 0.4
0.0 -0.4 -0.3
-0.6 0.1 0.1
-0.9 -0.6 0.3
0.5 0.1 0.0
0.1 0.4 0.1
0.0 -0.2 -0.2
-0.1 0.2 0.0
0.0 0.0 0.3
-0.1 -0.2 -0.2
-0.1 0.1 0.3
0.3 0.0 0.2
0.1 0.4 -0.3
-0.2 -0.5 -0.4
0.0 0.3 -0.2
0.1 -0.1 0.1
-0.3 -0.2 -0.3
0.3 -0.6 0.5
-0.1 0.1 -0.2
0.0 0.0 -0.2
-0.3 0.0 -0.1
-0.2 0.2 0.1
0.1 -0.2 -0.1
-0.3 -0.4 0.1
-0.2 0.3 -0.3
0.0 0.0 0.1
0.1 0.0 0.3
0.3 -0.6 0.1
0.3 0.0 0.0
-0.2 0.4 -0.1
-0.1 -0.3 -0.1
0.1 -0.1 -0.1
0.1 0.0 -1.0
0.0 -0.4 0.0
-0.1 0.3 1.4
0.0 0.1 0.0
0.1 0.0 0.0
0.0 0.1 0.1
0.3 -0.1 0.0
0.0 0.2 0.2
-0.2 0.0 -0.2

Its frontier orbital gap (spin up / spin down) is 6.82 / 5.78 eV. For the maximum force, the calculation gives 2.28 eV/A. The expectation value of S² is 3.926. As for the relative energy (zero: lowest compared OMol25 entry of this formula, charge and spin): 45.1 kJ/mol. As for the spin multiplicity: 4. Its total charge is +2.



Record 2
C28H46BrFeN3P2S as an isolated structure at a distorted geometry. Source: the OMol25 dataset; level of theory: ωB97M-V/def2-TZVPD.

Positions of all 82 atoms, in Å:
1 C -0.605 5.672 -4.619
2 C -0.969 4.477 -5.311
3 C -1.060 4.674 -6.714
4 C -0.851 5.919 -7.311
5 N -0.528 7.004 -6.625
6 C -0.377 6.892 -5.308
7 C -1.150 3.169 -4.675
8 C -1.470 2.335 -3.708
9 C -1.795 1.547 -2.526
10 C -0.933 0.480 -2.203
11 C -1.225 -0.464 -1.220
12 C -2.470 -0.464 -0.538
13 C -3.297 0.659 -0.826
14 C -2.884 1.723 -1.637
15 Fe -1.100 1.281 -5.258
16 P 2.545 -0.374 -0.756
17 H -1.264 3.864 -7.386
18 H -0.420 5.720 -3.548
19 H -0.923 6.070 -8.387
20 H -0.059 7.816 -4.785
21 H -3.434 2.674 -1.609
22 H 0.027 0.407 -2.745
23 H -4.343 0.620 -0.529
24 H -0.519 -1.271 -0.931
25 C 2.059 -1.699 0.371
26 C 2.799 -3.004 0.096
27 H 0.971 -1.832 0.287
28 H 2.252 -1.340 1.393
29 H 2.597 -3.698 0.916
30 H 2.467 -3.488 -0.829
31 H 3.885 -2.866 0.044
32 C 2.825 -1.171 -2.359
33 C 3.298 -0.374 -3.585
34 H 1.951 -1.798 -2.615
35 H 3.634 -1.874 -2.094
36 H 3.747 -1.088 -4.296
37 H 2.459 0.129 -4.092
38 H 4.074 0.361 -3.318
39 C 4.080 0.421 -0.252
40 C 5.283 -0.514 -0.320
41 H 3.948 0.829 0.764
42 H 4.205 1.284 -0.925
43 H 6.173 0.060 -0.043
44 H 5.200 -1.346 0.390
45 H 5.457 -0.923 -1.324
46 Br -2.882 -1.814 0.664
47 P -1.913 -2.428 -4.467
48 C -0.379 -2.740 -3.508
49 C 0.097 -4.196 -3.693
50 H -0.597 -2.555 -2.450
51 H 0.387 -2.024 -3.837
52 H 1.166 -4.308 -3.465
53 H -0.439 -4.881 -3.021
54 H -0.071 -4.532 -4.725
55 C -3.248 -2.619 -3.210
56 C -4.547 -3.350 -3.622
57 H -3.473 -1.610 -2.835
58 H -2.793 -3.172 -2.375
59 H -5.169 -3.485 -2.721
60 H -5.160 -2.787 -4.343
61 H -4.345 -4.351 -4.033
62 C -2.263 -0.766 -5.118
63 C -3.033 -0.999 -6.421
64 H -1.248 -0.286 -5.357
65 H -2.868 -0.257 -4.352
66 H -3.308 -0.029 -6.843
67 H -2.367 -1.504 -7.133
68 H -3.943 -1.603 -6.306
69 C 1.577 1.535 3.835
70 N 1.742 1.352 2.390
71 C 0.806 0.958 1.527
72 S 1.140 1.091 -0.248
73 N -0.420 0.582 1.940
74 C -0.683 -0.344 3.042
75 H 0.634 2.014 4.080
76 H 2.380 2.187 4.192
77 H 1.650 0.591 4.362
78 H 2.576 1.753 1.965
79 H -1.122 0.579 1.206
80 H -0.795 0.197 3.989
81 H -1.617 -0.871 2.823
82 H 0.107 -1.104 3.138

Forces on the atoms, in the same order (eV/Å):
0.2 0.2 0.1
0.7 2.0 -0.7
0.1 -0.3 0.4
-0.1 -0.2 0.4
0.2 0.3 0.4
-0.3 -0.8 0.1
-1.2 -1.6 2.8
0.9 3.1 -1.8
0.6 -0.4 1.3
-0.2 -0.5 -0.7
-0.7 -0.9 0.8
1.1 2.1 -2.2
-0.1 -0.7 0.3
-0.3 -0.1 -0.7
0.1 1.6 -0.5
0.0 0.1 -0.3
-0.2 -0.5 -0.1
-0.2 -0.4 -0.1
-0.1 -0.3 0.2
-0.3 -0.9 -0.2
-0.1 -0.7 -0.4
-0.5 -0.1 0.3
0.3 0.5 0.7
-0.5 0.9 -0.5
0.3 -0.2 0.1
0.0 -0.5 0.3
0.3 0.1 0.0
0.0 -0.1 -0.2
0.1 0.0 -0.2
0.1 0.1 0.2
-0.3 -0.1 0.0
0.5 -0.9 -0.4
0.0 0.0 0.1
0.4 0.3 0.3
-0.3 0.0 -0.2
-0.2 0.4 0.2
0.4 0.0 0.2
-0.3 -0.2 -0.2
0.4 -0.2 -0.1
0.6 0.1 0.2
0.0 -0.3 -0.4
0.0 -0.2 0.2
0.0 -0.2 -0.1
0.0 0.2 -0.2
-0.1 0.1 0.3
-0.4 -0.3 -0.1
-0.4 -2.8 -0.8
0.2 0.5 0.5
-0.1 0.0 -0.2
0.3 0.0 -0.2
-0.1 -0.1 0.0
-0.2 0.1 0.0
0.0 0.2 -0.2
0.1 0.1 0.3
-0.2 0.1 0.3
0.0 0.0 0.1
-0.1 -0.2 0.2
-0.1 0.1 -0.2
0.2 0.0 -0.3
0.3 -0.2 0.1
0.0 0.4 0.1
-0.2 0.2 0.2
0.3 0.6 -0.5
-0.5 -2.3 0.1
0.4 0.5 -0.3
-0.3 -0.1 -0.2
-0.3 0.0 0.1
0.4 0.2 0.2
0.3 0.1 -0.1
1.1 0.0 0.2
-1.0 1.6 -1.2
-0.4 1.2 2.0
0.0 -0.6 -0.4
-0.1 -0.2 0.5
-0.2 0.1 -0.2
-0.1 -0.2 -0.2
0.0 -0.1 0.1
-0.5 -0.1 0.3
0.3 0.0 0.3
0.0 -0.3 -0.2
0.3 0.2 0.2
-0.1 0.3 0.0

Its frontier orbital gap (spin up / spin down) is 4.59 / 6.44 eV. For the maximum force, the calculation gives 3.66 eV/A. The expectation value of S² is 6.055. As for the relative energy (zero: lowest compared OMol25 entry of this formula, charge and spin): 495.5 kJ/mol. As for the spin multiplicity: 5. Its total charge is +2.